# 1
This record from the Open Molecules 2025 dataset describes a 4-piece molecular cluster, C21H41BN2O6 overall. The level of theory is ωB97M-V with the def2-TZVPD basis set.

Element x y z (Å)
H  -3.725  -0.895  2.132
N  -3.530  -1.333  1.232
C  -2.381  -0.982  0.822
C  -1.824  -1.460  -0.495
B  -0.397  -0.832  -0.816
C  -0.304  0.274  -1.927
C  -1.418  1.351  -1.817
C  -0.864  2.715  -1.363
C  -0.398  2.625  0.016
C  -0.008  2.561  1.151
C  0.831  -1.399  -0.017
N  1.952  -0.460  0.166
C  2.959  -1.039  1.053
H  -1.757  -0.300  1.413
H  -1.776  -2.553  -0.469
H  -2.539  -1.192  -1.281
H  0.683  0.741  -1.939
H  -0.441  -0.241  -2.885
H  -2.177  1.054  -1.091
H  -1.927  1.478  -2.773
H  -1.630  3.487  -1.455
H  -0.033  2.988  -2.017
H  0.244  2.209  2.123
H  0.514  -1.733  0.978
H  1.187  -2.310  -0.536
H  2.416  -0.362  -0.731
H  3.896  -0.489  0.976
H  2.609  -1.012  2.088
H  3.180  -2.090  0.811
C  7.643  -0.141  -2.089
C  7.075  -1.318  -1.325
O  5.644  -1.285  -1.276
C  4.861  -1.771  -2.257
C  5.479  -2.218  -3.560
O  3.672  -1.785  -2.083
H  7.345  -0.159  -3.138
H  8.732  -0.155  -2.044
H  7.288  0.794  -1.656
H  7.422  -2.273  -1.721
H  7.383  -1.274  -0.282
H  5.483  -1.369  -4.244
H  4.848  -2.995  -3.982
H  6.492  -2.601  -3.471
C  0.381  2.157  4.905
C  0.222  1.991  6.401
O  0.600  3.170  7.116
C  -0.235  4.216  7.306
C  -1.556  4.257  6.572
O  0.130  5.120  8.004
H  -0.283  2.925  4.506
H  0.162  1.216  4.397
H  1.406  2.448  4.670
H  -0.787  1.682  6.675
H  0.900  1.222  6.766
H  -1.407  4.780  5.628
H  -2.256  4.829  7.175
H  -1.989  3.282  6.366
C  -5.568  -1.888  -1.597
C  -5.634  -0.790  -2.635
O  -4.632  -0.948  -3.649
C  -4.789  -1.744  -4.725
C  -5.984  -2.667  -4.801
O  -3.933  -1.747  -5.566
H  -5.804  -2.865  -2.021
H  -6.269  -1.687  -0.786
H  -4.571  -1.941  -1.167
H  -6.624  -0.695  -3.082
H  -5.399  0.170  -2.176
H  -5.705  -3.624  -4.359
H  -6.217  -2.827  -5.850
H  -6.872  -2.296  -4.298

Output
- lowest unoccupied orbital energy (eV) = 0.55
- total charge = 0
- multiplicity = 1
- E_tot (eV) = -38380.950
- frontier orbital gap (eV) = 8.86
- SMILES string = [H]/N=C/CB(CCCC#C)CNC.CCOC(C)=O.CCOC(C)=O.CCOC(C)=O

# 2
This record from the Open Molecules 2025 dataset describes C21H41Br4GaGeN4O4Si3 as an isolated structure. The level of theory is ωB97M-V with the def2-TZVPD basis set.

Element x y z (Å)
Ga  -0.238  -0.179  0.322
N  0.248  2.080  -0.027
C  -0.984  2.603  -0.587
C  -0.930  3.981  -1.268
C  0.141  4.211  -2.341
C  -0.168  3.605  -3.716
N  -0.049  2.158  -3.743
C  1.067  1.462  -3.570
N  0.991  0.166  -3.291
N  2.269  2.047  -3.683
C  -1.596  1.534  -1.519
O  -2.493  1.842  -2.284
O  -1.089  0.362  -1.439
H  0.532  2.563  0.820
H  1.020  2.139  -0.685
H  -1.706  2.663  0.237
H  -0.794  4.743  -0.498
H  -1.916  4.135  -1.711
H  1.115  3.862  -1.991
H  0.221  5.289  -2.487
H  0.491  4.045  -4.469
H  -1.196  3.836  -3.999
H  -0.925  1.664  -3.630
H  0.134  -0.213  -2.894
H  1.827  -0.378  -3.154
H  2.351  2.962  -4.096
H  3.099  1.476  -3.676
Br  5.041  -3.752  2.787
C  3.556  -3.192  1.765
C  2.811  -4.128  1.048
Br  3.269  -5.957  1.102
C  1.700  -3.714  0.321
Br  0.601  -4.958  -0.584
C  1.341  -2.373  0.248
O  0.297  -1.933  -0.403
C  2.102  -1.412  0.983
O  1.689  -0.176  0.949
C  3.178  -1.854  1.747
Br  4.080  -0.568  2.796
C  -4.460  1.827  0.574
Si  -4.189  -0.028  0.973
C  -5.427  -0.609  2.307
C  -4.243  -1.091  -0.602
Ge  -1.958  -0.131  2.140
Si  -1.831  -2.471  3.001
C  -2.287  -3.637  1.559
C  -2.996  -2.631  4.499
C  -0.029  -2.731  3.572
Si  -1.137  1.612  3.705
C  0.611  1.098  4.269
C  -2.448  1.586  5.092
C  -1.069  3.410  3.009
H  -5.514  2.078  0.615
H  -4.115  2.053  -0.430
H  -3.943  2.484  1.270
H  -6.446  -0.396  1.997
H  -5.262  -0.107  3.256
H  -5.360  -1.679  2.477
H  -5.149  -0.893  -1.168
H  -4.214  -2.154  -0.385
H  -3.400  -0.863  -1.247
H  -3.361  -3.708  1.409
H  -1.917  -4.644  1.737
H  -1.843  -3.288  0.628
H  -4.014  -2.348  4.260
H  -2.663  -2.007  5.321
H  -3.014  -3.654  4.855
H  0.665  -2.467  2.779
H  0.156  -3.767  3.840
H  0.206  -2.115  4.434
H  0.566  0.238  4.929
H  1.126  1.889  4.806
H  1.228  0.826  3.416
H  -2.602  0.582  5.474
H  -3.405  1.949  4.728
H  -2.155  2.215  5.925
H  -0.123  3.625  2.519
H  -1.167  4.121  3.824
H  -1.872  3.621  2.308

Output
- lowest unoccupied orbital energy (spin up / spin down) (eV) = -2.57 / -5.36
- total charge = +1
- expectation value of S² = 0.766
- multiplicity = 2
- E_tot (eV) = -449288.211
- frontier orbital gap (spin up / spin down) (eV) = 7.77 / 4.97